{
  "formula": "C28H63NO27P6",
  "method": "the ωB97M-V functional and the def2-TZVPD basis",
  "gap_ev": 6.1,
  "e_tot_ha": -5238.1085,
  "smiles": "COCc1cccc2c1C(=O)NC2=O.COP(=O)(OC)OC.COP(=O)(OC)OC.COP(=O)(OC)OC.COP(=O)(OC)OC.COP(=O)(OC)OC.COP(=O)(OC)OC",
  "charge": 0,
  "homo_energy_ev": -9.14,
  "elements": ["C", "O", "C", "C", "C", "C", "C", "C", "C", "C", "O", "N", "C", "O", "H", "H", "H", "H", "H", "H", "H", "H", "H", "C", "O", "P", "O", "O", "C", "O", "C", "H", "H", "H", "H", "H", "H", "H", "H", "H", "C", "O", "P", "O", "O", "C", "O", "C", "H", "H", "H", "H", "H", "H", "H", "H", "H", "C", "O", "P", "O", "O", "C", "O", "C", "H", "H", "H", "H", "H", "H", "H", "H", "H", "C", "O", "P", "O", "O", "C", "O", "C", "H", "H", "H", "H", "H", "H", "H", "H", "H", "C", "O", "P", "O", "O", "C", "O", "C", "H", "H", "H", "H", "H", "H", "H", "H", "H", "C", "O", "P", "O", "O", "C", "O", "C", "H", "H", "H", "H", "H", "H", "H", "H", "H"],
  "coordinates": [[-5.7370, -1.2070, 6.5572], [-6.5168, -0.9196, 5.3146], [-5.7581, 0.0411, 4.4544], [-5.4764, 1.3596, 5.4018], [-6.6903, 2.4013, 5.8885], [-6.3086, 3.6829, 6.8915], [-4.7439, 3.9627, 7.4114], [-3.6145, 2.9018, 6.8753], [-3.9354, 1.6302, 5.8917], [-2.5216, 0.8539, 5.5984], [-2.1887, -0.1470, 4.7797], [-1.4269, 1.5158, 6.4421], [-2.0037, 2.7616, 7.1461], [-1.2590, 3.5861, 7.8917], [-5.9152, -2.3119, 6.9125], [-6.0357, -0.4816, 7.4537], [-4.5683, -1.0951, 6.3951], [-6.3072, 0.3046, 3.4550], [-4.7501, -0.4857, 4.1792], [-7.8209, 2.2153, 5.5562], [-7.1916, 4.4083, 7.2355], [-4.4363, 4.8361, 8.1268], [-1.0734, 0.8017, 7.1431], [-10.0602, 7.0221, 11.6454], [-9.0353, 6.3791, 12.3833], [-7.6316, 5.9424, 11.4712], [-8.4787, 5.0644, 10.5408], [-7.0870, 5.0346, 12.7338], [-7.9164, 4.0066, 13.2465], [-6.2280, 5.5058, 10.5590], [-5.0863, 6.2775, 10.8766], [-10.6827, 7.5919, 12.3392], [-9.6351, 7.7053, 10.9037], [-10.6855, 6.2750, 11.1523], [-8.6469, 3.6513, 12.5171], [-8.4395, 4.3793, 14.1318], [-7.2864, 3.1647, 13.5428], [-4.8265, 6.1625, 11.9324], [-5.2812, 7.3306, 10.6556], [-4.2482, 5.9348, 10.2648], [-0.1967, 5.3681, 2.7396], [0.2019, 4.0210, 2.9261], [1.0146, 3.2984, 1.5806], [-0.2018, 3.5487, 0.6795], [0.8764, 1.8160, 2.2865], [-0.4113, 1.3436, 2.6415], [1.8272, 2.5759, 0.2351], [3.2023, 2.3407, 0.4667], [-0.3192, 5.8333, 3.7204], [0.5584, 5.9222, 2.1736], [-1.1555, 5.4014, 2.2181], [-1.2076, 1.8133, 2.0607], [-0.5790, 1.5323, 3.7057], [-0.4478, 0.2654, 2.4690], [3.3389, 1.6681, 1.3178], [3.7104, 3.2896, 0.6592], [3.6357, 1.8795, -0.4242], [-1.2627, 10.0786, -1.8702], [-2.1944, 9.2884, -1.1519], [-2.4938, 7.7174, -1.8117], [-2.9732, 8.3358, -3.1316], [-3.7785, 7.5303, -0.7971], [-4.8182, 8.4926, -0.8234], [-2.7933, 6.1466, -2.4716], [-2.2694, 5.0949, -1.6847], [-0.8551, 10.8348, -1.1953], [-0.4431, 9.4622, -2.2522], [-1.7665, 10.5860, -2.6954], [-4.8700, 9.0313, -1.7717], [-4.6638, 9.2061, -0.0090], [-5.7708, 7.9822, -0.6635], [-2.7101, 5.1075, -0.6842], [-1.1830, 5.1958, -1.6122], [-2.5069, 4.1429, -2.1658], [3.0473, -4.6967, -3.3390], [3.4589, -3.6039, -2.5361], [2.8623, -2.0575, -3.0318], [3.5347, -2.2097, -4.4025], [3.9032, -1.3165, -1.9914], [5.2903, -1.5826, -2.1045], [2.2658, -0.5111, -3.5276], [1.3050, 0.0326, -2.6438], [3.1263, -5.6117, -2.7475], [2.0102, -4.5708, -3.6649], [3.7045, -4.7869, -4.2063], [5.5737, -1.9254, -3.1016], [5.5687, -2.3412, -1.3674], [5.8411, -0.6650, -1.8851], [1.7314, 0.1627, -1.6455], [0.4364, -0.6298, -2.5922], [0.9874, 1.0064, -3.0245], [5.2527, -7.1787, -8.8395], [4.4114, -6.2208, -9.4584], [3.3077, -5.4132, -8.3989], [2.6698, -6.7513, -8.0028], [2.5085, -4.7897, -9.6979], [1.9931, -5.6765, -10.6754], [2.2040, -4.6058, -7.3393], [2.5196, -3.2436, -7.1277], [6.1353, -7.3229, -9.4669], [5.5703, -6.8356, -7.8500], [4.7279, -8.1325, -8.7551], [1.8197, -6.6808, -10.2839], [2.6943, -5.7297, -11.5131], [1.0432, -5.2795, -11.0410], [2.5091, -2.6955, -8.0736], [3.5064, -3.1626, -6.6634], [1.7742, -2.8094, -6.4568], [8.7975, -11.4173, -11.4278], [9.7114, -11.5079, -10.3485], [9.1049, -10.9699, -8.8203], [8.8349, -9.5717, -9.3916], [10.6275, -11.0195, -8.1925], [11.6531, -10.2720, -8.8227], [8.4983, -10.4317, -7.2921], [8.2938, -11.4803, -6.3655], [9.1086, -12.1177, -12.2064], [7.7845, -11.6727, -11.1020], [8.8144, -10.4076, -11.8432], [11.2663, -9.4337, -9.4055], [12.2261, -10.9350, -9.4772], [12.3217, -9.8787, -8.0535], [9.2318, -12.0058, -6.1669], [7.5531, -12.1810, -6.7607], [7.9190, -11.0562, -5.4307]]
}

=====

{
  "formula": "C36H73IO14P2",
  "method": "the ωB97M-V functional and the def2-TZVPD basis",
  "gap_ev": 7.8,
  "e_tot_ha": -3449.2548,
  "smiles": "O=COCC[PH]#P(O)I.CC(C)=O.CC(C)=O.CC(C)=O.CC(C)=O.CC(C)=O.CC(C)=O.CC(C)=O.CC(C)=O.CC(C)=O.CC(C)=O.CC(C)=O",
  "charge": 0,
  "homo_energy_ev": -7.32,
  "elements": ["O", "C", "O", "C", "C", "P", "P", "O", "I", "H", "H", "H", "H", "H", "H", "H", "C", "C", "O", "C", "H", "H", "H", "H", "H", "H", "C", "C", "O", "C", "H", "H", "H", "H", "H", "H", "C", "C", "O", "C", "H", "H", "H", "H", "H", "H", "C", "C", "O", "C", "H", "H", "H", "H", "H", "H", "C", "C", "O", "C", "H", "H", "H", "H", "H", "H", "C", "C", "O", "C", "H", "H", "H", "H", "H", "H", "C", "C", "O", "C", "H", "H", "H", "H", "H", "H", "C", "C", "O", "C", "H", "H", "H", "H", "H", "H", "C", "C", "O", "C", "H", "H", "H", "H", "H", "H", "C", "C", "O", "C", "H", "H", "H", "H", "H", "H", "C", "C", "O", "C", "H", "H", "H", "H", "H", "H"],
  "coordinates": [[-4.3079, -3.4259, 2.8569], [-3.3407, -3.4053, 2.1260], [-3.0360, -2.4113, 1.2815], [-3.4362, -1.1074, 1.7082], [-4.4852, -0.5020, 0.7813], [-5.9481, -1.5897, 0.5144], [-7.7484, -0.7818, 1.5034], [-8.4926, -2.2194, 1.8306], [-7.0626, -0.2015, 3.7571], [-2.6026, -4.2035, 2.1480], [-3.7451, -1.0936, 2.7411], [-2.5603, -0.4830, 1.6326], [-4.7103, 0.5113, 1.0708], [-4.0256, -0.4342, -0.1902], [-6.3071, -1.2897, -0.8129], [-8.8120, -2.5777, 1.0009], [-3.6906, 1.3519, -3.8606], [-4.8360, 1.4962, -2.9053], [-4.8215, 1.0446, -1.7828], [-6.0388, 2.2509, -3.4150], [-2.8864, 0.7906, -3.3911], [-4.0183, 0.8267, -4.7574], [-3.3285, 2.3371, -4.1503], [-6.4443, 1.7513, -4.2956], [-5.7491, 3.2626, -3.6991], [-6.7990, 2.2910, -2.6385], [-1.0316, -7.2418, 5.0408], [-1.6730, -5.9789, 4.5196], [-1.3996, -5.5453, 3.4248], [-2.6634, -5.2948, 5.4269], [-0.3430, -7.6361, 4.2985], [-0.4873, -7.0305, 5.9622], [-1.7983, -7.9876, 5.2542], [-2.1753, -5.0145, 6.3624], [-3.4869, -5.9724, 5.6551], [-3.0642, -4.4092, 4.9424], [-0.2161, -0.4098, 4.7347], [-1.5769, 0.1786, 5.0040], [-2.0910, 0.9716, 4.2504], [-2.2774, -0.2737, 6.2611], [0.1794, -0.0078, 3.8071], [0.4730, -0.1665, 5.5412], [-0.2920, -1.4967, 4.6532], [-1.6827, -0.0158, 7.1385], [-2.4233, -1.3549, 6.2375], [-3.2455, 0.2163, 6.3267], [0.0670, -4.5763, -2.6596], [-1.3328, -4.0636, -2.3655], [-1.9277, -3.3398, -3.1275], [-1.9170, -4.5108, -1.0458], [0.3982, -4.1959, -3.6222], [0.7704, -4.2443, -1.8947], [0.0645, -5.6672, -2.6876], [-1.2759, -4.1858, -0.2255], [-1.9994, -5.5990, -1.0233], [-2.9034, -4.0749, -0.9141], [3.9868, -1.7169, 3.9771], [3.9615, -0.4244, 4.7615], [2.9146, 0.1048, 5.0559], [5.2931, 0.1581, 5.1517], [2.9705, -2.0347, 3.7572], [4.5289, -1.5754, 3.0413], [4.4917, -2.4929, 4.5547], [5.8806, 0.3717, 4.2566], [5.8368, -0.5481, 5.7812], [5.1385, 1.0799, 5.7055], [5.6994, 5.2310, 4.8288], [4.7214, 4.4477, 5.6726], [5.0222, 3.3937, 6.1741], [3.3478, 5.0463, 5.8550], [6.6434, 4.6959, 4.7750], [5.3014, 5.3634, 3.8217], [5.8673, 6.2156, 5.2676], [2.8625, 5.1710, 4.8861], [3.4257, 6.0239, 6.3332], [2.7448, 4.3885, 6.4744], [3.8272, -1.8043, -4.8886], [2.7277, -1.7594, -3.8513], [2.8858, -2.2464, -2.7623], [1.4529, -1.0932, -4.2592], [4.6964, -2.3125, -4.4791], [3.4814, -2.3377, -5.7751], [4.1055, -0.7907, -5.1806], [1.0232, -1.5978, -5.1258], [1.6375, -0.0541, -4.5220], [0.7394, -1.1318, -3.4407], [0.4815, 3.6613, -4.9723], [-0.1500, 2.5685, -5.7953], [-0.0672, 1.4093, -5.4843], [-0.8868, 3.0031, -7.0274], [0.9819, 3.2265, -4.1105], [1.2119, 4.1974, -5.5800], [-0.2810, 4.3613, -4.6283], [-0.2082, 3.5343, -7.6975], [-1.6938, 3.6695, -6.7523], [-1.2942, 2.1326, -7.5353], [4.0186, 3.5536, -8.4200], [3.8265, 4.8847, -7.7338], [2.7339, 5.2707, -7.3960], [5.0665, 5.7092, -7.4896], [3.0575, 3.0599, -8.5362], [4.4689, 3.7008, -9.4025], [4.6796, 2.9195, -7.8275], [5.5565, 5.9374, -8.4370], [5.7660, 5.1550, -6.8624], [4.7955, 6.6365, -6.9928], [7.6967, -3.3174, 8.7827], [6.7873, -2.2151, 8.2954], [7.1547, -1.4044, 7.4812], [5.3934, -2.1736, 8.8752], [8.6626, -3.2360, 8.2922], [7.8327, -3.2401, 9.8622], [7.2583, -4.2905, 8.5573], [5.4426, -2.0525, 9.9581], [4.8682, -3.1041, 8.6542], [4.8438, -1.3394, 8.4466], [-5.8080, 4.8782, -7.6464], [-5.1259, 3.5829, -7.2787], [-4.6532, 3.4045, -6.1815], [-5.0622, 2.5188, -8.3474], [-5.7875, 5.5553, -6.7970], [-5.2973, 5.3432, -8.4908], [-6.8438, 4.6876, -7.9306], [-4.5234, 2.8954, -9.2181], [-6.0700, 2.2397, -8.6580], [-4.5499, 1.6423, -7.9600]]
}

=====

{
  "formula": "C3H5FS",
  "method": "the ωB97M-V functional and the def2-TZVPD basis",
  "gap_ev": 9.8,
  "e_tot_ha": -615.2906,
  "smiles": "C=C(F)CS",
  "charge": 0,
  "homo_energy_ev": -9.21,
  "elements": ["C", "C", "C", "H", "H", "H", "H", "H", "F", "S"],
  "coordinates": [[0.4180, 0.2482, 0.8999], [-0.9150, 0.0004, 0.0932], [-1.6574, 1.0942, -0.3590], [2.8207, 0.3909, 0.3072], [0.2038, -0.4523, 1.6949], [0.4054, 1.2815, 1.4630], [-2.6136, 0.9569, -0.7333], [-1.3097, 2.0517, -0.1924], [-1.4238, -1.2355, -0.0404], [1.6396, -0.0729, -0.3738]]
}

=====

Please write out number 3 again, unchanged.
{
  "formula": "C3H5FS",
  "method": "the ωB97M-V functional and the def2-TZVPD basis",
  "gap_ev": 9.8,
  "e_tot_ha": -615.2906,
  "smiles": "C=C(F)CS",
  "charge": 0,
  "homo_energy_ev": -9.21,
  "elements": ["C", "C", "C", "H", "H", "H", "H", "H", "F", "S"],
  "coordinates": [[0.4180, 0.2482, 0.8999], [-0.9150, 0.0004, 0.0932], [-1.6574, 1.0942, -0.3590], [2.8207, 0.3909, 0.3072], [0.2038, -0.4523, 1.6949], [0.4054, 1.2815, 1.4630], [-2.6136, 0.9569, -0.7333], [-1.3097, 2.0517, -0.1924], [-1.4238, -1.2355, -0.0404], [1.6396, -0.0729, -0.3738]]
}

=====

> Which formula does entry 2 have?

C36H73IO14P2